# 1
This record from the OMol25 dataset describes C28H31As2FIrOSi as an isolated structure. The level of theory is wB97M-V/def2-TZVPD.

Computed properties:
**Expectation value of S²**: 6.016
**LUMO energy (spin up / spin down)**: -0.0924 / -0.2044 Ha
**Highest occupied orbital energy (spin up / spin down)**: -11.08 / -11.07 eV

ORCA input file:
```
! wB97M-V def2-TZVPD RIJCOSX def2/J DEFGRID3
* xyz 1 5
Ir 1.01826 1.88547 0.26985
C 0.07942 4.40490 3.05919
As -0.69990 2.98408 1.96731
C -2.08632 2.33750 3.22525
C -1.81054 3.95449 0.68539
C -2.39825 5.14659 1.09316
C -3.17632 5.89187 0.22178
C -3.36579 5.44888 -1.07419
C -2.77913 4.26556 -1.49051
C -2.01205 3.50045 -0.61831
As -1.14137 1.85394 -1.20941
C -1.70874 1.67917 -3.09584
C -2.29978 0.48458 -0.41517
H -0.68550 4.89583 3.66474
H 0.57050 5.12866 2.40946
H 0.82675 3.96791 3.72445
H -2.81589 3.13482 3.37592
H -1.61385 2.08965 4.17586
H -2.60012 1.45371 2.85112
H -2.23429 5.50609 2.10061
H -3.61491 6.82244 0.54965
H -3.95824 6.02789 -1.76707
H -2.91672 3.94021 -2.51328
H -2.79515 1.76080 -3.16148
H -1.39998 0.69695 -3.45636
H -1.23410 2.44823 -3.70826
H -3.34574 0.77553 -0.51572
H -2.05749 0.33444 0.63607
H -2.12939 -0.45550 -0.93683
O 1.07161 -0.14176 0.14553
Si 1.27644 -1.68251 -0.09067
C 0.99821 -2.18446 -1.91290
C 1.09184 -3.51715 -2.29708
C 0.93889 -3.87046 -3.62720
C 0.70480 -2.89863 -4.58385
C 0.60531 -1.56886 -4.20990
C 0.75672 -1.21593 -2.87750
C 0.11252 -2.63201 1.08455
C 0.33274 -2.57758 2.45507
C -0.51193 -3.24413 3.32744
C -1.58158 -3.97221 2.83309
C -1.80537 -4.03216 1.46821
C -0.95961 -3.36621 0.59568
C 3.09861 -2.18277 0.21486
C 4.08492 -1.25172 -0.07086
C 5.41774 -1.57698 0.11886
C 5.76067 -2.83750 0.58071
C 4.77429 -3.76884 0.85836
C 3.44007 -3.44445 0.67211
H 1.28843 -4.28780 -1.56359
H 1.00323 -4.90871 -3.91418
H 0.60591 -3.17615 -5.62166
H 0.41042 -0.81129 -4.95698
H 0.69843 -0.17025 -2.57819
H 1.16686 -2.00898 2.84059
H -0.32345 -3.20677 4.39126
H -2.23926 -4.49625 3.51070
H -2.62926 -4.60869 1.07426
H -1.13928 -3.41846 -0.46843
H 3.81694 -0.27461 -0.44585
H 6.18316 -0.84348 -0.09381
H 6.80079 -3.09638 0.71341
H 5.03951 -4.74997 1.22709
H 2.67838 -4.18002 0.88509
F 1.41692 3.83900 0.26841
*
```

# 2
This record from the OMol25 dataset describes C19H43OP3PmS as an isolated structure. The level of theory is wB97M-V/def2-TZVPD.

Computed properties:
**Expectation value of S²**: 6.008
**LUMO energy (spin up / spin down)**: -0.3488 / -0.3401 Ha
**Highest occupied orbital energy (spin up / spin down)**: -15.47 / -15.49 eV

ORCA input file:
```
! wB97M-V def2-TZVPD RIJCOSX def2/J DEFGRID3
* xyz 3 5
Pm 0.69990 -1.21531 -0.66953
P 2.33767 0.73595 0.32215
P -1.34971 -0.34730 1.16511
P -1.53903 2.58878 -3.24454
H 1.80829 -3.10705 -4.79270
C 1.56760 -2.03940 -4.91516
C 2.43325 -1.05875 -4.55261
H 3.16038 -1.21374 -3.75420
C 3.63612 -0.15753 1.26877
C 1.72301 1.93720 1.55393
C 3.30087 1.77573 -0.82585
C -2.98255 -1.15257 0.97235
C -0.80538 -0.98935 2.81680
C -1.86430 1.36463 1.59966
C -1.96111 3.83348 -4.47798
C -0.52478 3.21887 -1.88742
C -2.84339 1.57855 -2.52259
H 0.71257 -1.82887 -5.58355
H 2.61221 -0.19211 -5.17950
H 4.09667 -0.92701 0.62756
H 3.19669 -0.64992 2.14987
H 4.39555 0.56859 1.57591
H 1.11626 1.44831 2.33122
H 1.09495 2.69539 1.06127
H 2.58066 2.42560 2.03160
H 3.42007 1.26265 -1.79216
H 4.28803 1.96754 -0.38760
H 2.76991 2.72154 -0.99815
H -3.62565 -0.98525 1.84819
H -2.84681 -2.23398 0.83348
H -3.48059 -0.74101 0.08358
H -1.53786 -0.74472 3.60091
H 0.15803 -0.54600 3.10741
H -0.69894 -2.08304 2.78168
H -2.65245 1.37445 2.37023
H -2.28042 1.87453 0.72015
H -1.01831 1.95528 1.97273
H -2.87224 4.37130 -4.18554
H -2.07537 3.35049 -5.46294
H -1.13229 4.55574 -4.60188
H -0.71404 4.30433 -1.79513
H 0.55033 3.07068 -2.08420
H -0.78124 2.71412 -0.93173
H -3.82346 2.02993 -2.73856
H -2.68382 1.39170 -1.44907
H -2.83478 0.58971 -2.98227
C -0.11516 -1.39528 -3.07394
C -1.50072 -1.58254 -3.12496
C -2.00599 -2.87970 -3.05922
C -1.20819 -3.94627 -2.65465
C 0.17011 -3.73541 -2.41128
C 0.76773 -2.51237 -2.73210
S 0.61844 0.14194 -3.24371
H -0.75327 1.67598 -3.99928
H -2.14883 -0.70802 -3.20752
H -3.04644 -3.05638 -3.32396
H -1.64910 -4.95508 -2.56294
H 0.75998 -4.61231 -2.09812
H 1.84522 -2.33752 -2.50363
C 1.08862 -4.51147 2.39462
C 1.87693 -3.52874 1.54713
O 1.18894 -3.28846 0.26177
H 0.05098 -4.20388 2.59009
H 1.57556 -4.55465 3.37714
H 1.10778 -5.53643 2.00079
H 2.88287 -3.89601 1.29553
H 1.92433 -2.53355 2.00982
H 1.05549 -4.11068 -0.25928
*
```

no.,E_tot (eV)
1,-166690.6971
2,-77677.0604